No. 1
45
Properties=species:S:1:pos:R:3:forces:R:3 method="wB97M-V/def2-TZVPD" charge=+2 total_energy_ev=-111693.8296 fmax_ha_per_bohr=0.022 homo_energy_ev=-14.416 homo_lumo_gap_ev=8.7
Mg 0.15486 -0.08035 -0.01093 -0.13 -0.04 0.25
O 0.53015 5.14150 3.02827 -0.18 0.22 -0.03
C 0.60118 3.95160 2.47647 0.11 -0.45 -0.14
C 1.57367 2.98693 2.78050 0.02 0.06 0.05
C 1.54002 1.77729 2.13229 0.00 0.12 0.07
N 0.61080 1.46543 1.21184 -0.08 0.25 0.15
C -0.30668 2.39926 0.93784 0.21 0.21 0.33
Br -1.58000 1.84788 -0.37233 -0.26 0.24 -0.02
C -0.37398 3.63333 1.51474 -0.16 0.20 -0.03
H 1.21563 5.31474 3.68552 0.10 -0.06 0.05
H 2.34228 3.18207 3.51662 0.00 0.00 -0.01
H 2.27786 1.01453 2.34451 0.01 0.02 0.03
H -1.13957 4.35356 1.26218 0.01 -0.01 -0.01
C -1.07999 -1.46427 2.27388 -0.07 -0.04 0.15
N -0.65558 -1.70757 0.84335 -0.22 -0.44 0.16
C 0.34062 -2.84717 0.87007 0.04 -0.11 0.01
N -0.20263 -4.02270 1.48699 0.02 -0.06 0.02
C -0.60052 -3.70827 2.86364 -0.02 0.04 -0.03
N -1.61580 -2.64880 2.88422 -0.02 -0.03 0.04
C -2.78420 -3.10312 2.12009 0.05 0.01 0.00
N -2.41196 -3.40428 0.73362 -0.05 -0.06 -0.01
C -1.88107 -2.22211 0.11704 -0.10 -0.09 -0.03
C -1.38866 -4.45528 0.73818 0.01 0.05 0.01
H -1.84094 -0.67880 2.27682 0.04 0.03 -0.04
H -0.20895 -1.12491 2.84121 0.01 0.02 -0.05
H 1.22380 -2.51609 1.42557 -0.02 0.01 -0.01
H 0.62830 -3.07113 -0.16072 -0.01 0.03 0.01
H 0.27435 -3.38703 3.43190 -0.01 0.00 -0.01
H -1.00870 -4.60236 3.33130 0.00 0.00 0.00
H -3.55547 -2.33120 2.13515 0.02 0.00 -0.01
H -3.18480 -4.00215 2.58486 -0.01 0.00 0.00
H -2.64077 -1.43613 0.12762 0.04 0.04 0.00
H -1.60180 -2.44078 -0.91757 0.03 0.02 0.02
H -1.10444 -4.69425 -0.28808 -0.01 0.01 0.01
H -1.79798 -5.35023 1.20306 0.00 0.00 0.00
C 1.40241 -0.10630 -4.10687 0.02 0.06 0.08
S 2.05098 0.57128 -2.57994 0.10 -0.37 -0.17
C 3.62777 -0.28131 -2.54373 -0.09 0.07 0.02
O 1.22908 -0.13619 -1.48064 0.65 -0.12 -0.95
H 1.97653 0.31333 -4.93371 0.03 0.02 0.04
H 0.36316 0.20287 -4.20022 0.02 0.06 0.04
H 1.48141 -1.19167 -4.09483 0.02 0.00 0.05
H 4.25785 0.13017 -3.33275 -0.05 0.03 -0.02
H 3.47363 -1.34868 -2.69014 -0.05 0.00 -0.01
H 4.09158 -0.09002 -1.57809 -0.03 0.06 -0.01



No. 2
40
Properties=species:S:1:pos:R:3:forces:R:3 method="wB97M-V/def2-TZVPD" charge=0 total_energy_ev=-21846.6671 fmax_ha_per_bohr=0.011 homo_energy_ev=-7.743 smiles=CCCCNc1cc(C)nc(N2CCOCC2)n1 homo_lumo_gap_ev=8.6
C 3.63317 2.91762 0.09437 0.00 0.09 0.23
C 2.88038 3.12407 1.40441 -0.08 -0.23 -0.04
C 1.59513 2.30442 1.52370 -0.03 0.28 -0.09
C 0.50939 2.65692 0.49617 -0.01 -0.13 0.44
N 0.68376 2.02156 -0.78633 0.23 0.13 -0.29
C 0.39630 0.70981 -0.98122 -0.21 -0.31 -0.25
C 0.74424 0.06805 -2.18092 0.04 -0.11 0.01
C 0.35465 -1.24984 -2.32105 0.08 0.35 0.09
C 0.66677 -2.03287 -3.55947 0.00 0.04 0.03
N -0.31463 -1.88963 -1.36620 -0.18 -0.34 -0.05
C -0.59258 -1.20361 -0.25568 0.45 0.16 -0.26
N -1.20790 -1.87574 0.74910 -0.14 -0.08 0.15
C -1.76297 -1.17752 1.88471 -0.34 0.20 0.16
C -3.28144 -1.05202 1.71091 0.30 0.15 0.14
O -3.87899 -2.31601 1.51968 -0.11 -0.06 0.11
C -3.34753 -2.96869 0.38607 0.30 -0.19 -0.10
C -1.83099 -3.15723 0.51264 -0.36 -0.23 -0.13
N -0.26811 0.07009 -0.02168 0.04 0.31 0.07
H 4.62822 3.35290 0.16057 0.08 0.04 -0.09
H 3.11879 3.39746 -0.73507 0.01 0.03 -0.16
H 3.73820 1.85679 -0.12318 0.03 -0.11 -0.09
H 2.64350 4.18457 1.52156 0.03 0.04 0.09
H 3.53572 2.84240 2.23211 0.00 0.09 0.03
H 1.18194 2.46443 2.52156 -0.04 -0.07 0.05
H 1.82039 1.24079 1.42700 -0.02 -0.06 0.07
H 0.47101 3.73808 0.34081 -0.06 -0.03 0.01
H -0.45664 2.31793 0.87693 0.06 0.21 -0.02
H 1.34328 2.43061 -1.42764 -0.11 -0.08 0.03
H 1.28492 0.58738 -2.95595 0.05 0.05 -0.11
H 1.74481 -2.11914 -3.68558 0.07 -0.02 -0.06
H 0.23530 -3.02619 -3.48071 -0.01 -0.03 -0.02
H 0.26198 -1.52979 -4.43579 0.01 0.00 -0.09
H -1.29579 -0.19614 1.94906 -0.08 -0.11 0.13
H -1.54679 -1.75911 2.78758 -0.02 0.08 -0.01
H -3.74558 -0.62917 2.60350 0.05 0.06 -0.06
H -3.49212 -0.40350 0.84622 0.01 -0.01 0.07
H -3.85866 -3.93067 0.32328 0.05 0.04 -0.08
H -3.56249 -2.38008 -0.51921 0.00 -0.06 0.04
H -1.41461 -3.57848 -0.40106 -0.08 -0.07 0.16
H -1.61406 -3.81046 1.36482 -0.02 -0.01 -0.07



No. 3
38
Properties=species:S:1:pos:R:3:forces:R:3 method="wB97M-V/def2-TZVPD" charge=+1 total_energy_ev=-19416.6180 fmax_ha_per_bohr=0.015 homo_energy_ev=-11.059 smiles=C[NH2+]CCCOc1cccc(OC(C)C)c1 homo_lumo_gap_ev=8.3
C -4.40939 -1.56662 -0.99835 -0.20 -0.51 -0.47
N -4.04515 -0.55388 0.00288 0.39 -0.11 0.37
C -4.27361 0.85204 -0.42162 -0.10 0.77 0.00
C -3.49258 1.78954 0.49453 0.38 -0.33 -0.12
C -1.98205 1.59830 0.34480 -0.06 0.51 0.04
O -1.67202 0.25364 0.69136 0.18 -0.11 0.00
C -0.35583 -0.19301 0.57123 0.19 -0.29 -0.01
C -0.15918 -1.54634 0.82526 -0.12 0.09 0.02
C 1.11954 -2.05725 0.73221 -0.24 0.09 -0.01
C 2.19370 -1.25635 0.38657 0.41 0.14 -0.08
C 1.99825 0.09783 0.13002 -0.28 -0.11 0.05
O 2.91411 1.01800 -0.21848 -0.33 0.02 0.03
C 4.32046 0.77532 -0.33247 0.67 -0.09 -0.06
C 4.96772 0.38132 0.99340 -0.32 0.16 -0.20
C 4.67622 -0.16914 -1.47936 -0.27 0.24 0.19
C 0.69864 0.62062 0.22495 -0.14 0.18 0.01
H -5.46286 -1.48061 -1.26064 0.03 0.09 0.08
H -4.22422 -2.56431 -0.60639 0.03 0.07 0.08
H -3.81071 -1.42837 -1.89640 0.04 0.09 0.09
H -4.55355 -0.72957 0.87490 0.15 0.05 -0.14
H -3.00680 -0.57553 0.24223 -0.55 -0.17 -0.03
H -5.34153 1.07697 -0.39987 0.06 -0.18 -0.04
H -3.91793 0.95579 -1.44910 -0.05 -0.15 0.04
H -3.73573 2.82121 0.24487 -0.05 0.00 0.01
H -3.77737 1.62087 1.53447 -0.05 0.07 0.07
H -1.45358 2.28784 1.01054 0.00 -0.08 -0.08
H -1.67115 1.79877 -0.68822 0.01 -0.02 0.09
H -0.99091 -2.17304 1.10677 -0.10 -0.08 0.06
H 1.28644 -3.10417 0.93180 0.03 -0.10 0.02
H 3.16928 -1.70376 0.32569 0.10 0.01 -0.02
H 4.67984 1.77778 -0.59912 -0.05 -0.24 0.06
H 4.74053 -0.64139 1.27856 0.03 -0.09 0.04
H 4.62478 1.04534 1.78348 0.02 0.05 0.09
H 6.04573 0.47952 0.90295 0.11 -0.01 0.00
H 4.46816 -1.20824 -1.24305 0.02 -0.10 0.00
H 4.11522 0.10364 -2.37025 0.00 0.01 -0.10
H 5.73637 -0.07550 -1.69691 0.11 -0.01 -0.02
H 0.58115 1.67275 0.02679 -0.04 0.14 -0.03



No. 4
36
Properties=species:S:1:pos:R:3:forces:R:3 method="wB97M-V/def2-TZVPD" charge=0 total_energy_ev=-15883.5213 fmax_ha_per_bohr=0.109 homo_energy_ev=-8.551 smiles="CC1(C)CCCC2=C[C@](C)(O)CC[C@H]21" homo_lumo_gap_ev=9.3
C -2.24297 -0.58053 -2.21804 0.88 -0.34 -0.56
C -0.74423 -0.65935 -1.56859 -1.53 -0.27 -1.57
C 0.17114 0.01058 -2.58731 0.36 1.30 0.07
C -0.29004 -2.09637 -1.49219 -0.69 -1.24 -0.11
C 1.18533 -2.14295 -1.05280 -0.85 -2.50 0.21
C 1.31687 -1.79886 0.41969 0.60 0.68 -0.46
C 0.32594 -0.68134 0.77017 3.51 2.18 3.78
C 0.76074 0.05960 1.89306 -0.11 -2.30 -3.84
C 0.17605 1.29296 2.41063 1.52 1.29 -0.50
C 1.38964 2.36338 2.58425 -1.68 -0.42 1.48
O -0.35691 0.89987 3.68373 0.28 -0.47 1.15
C -0.86489 1.87522 1.36558 1.93 2.15 0.56
C -0.66404 1.39091 -0.07132 1.26 -0.34 1.61
C -0.71251 -0.09024 -0.12420 -0.72 -1.79 -1.12
H -2.24380 -0.80422 -3.34248 0.41 0.20 1.50
H -3.04320 -1.24423 -1.80938 0.88 0.42 0.20
H -2.56332 0.45762 -2.14232 -0.24 0.04 0.08
H 0.41972 -0.65490 -3.38787 0.90 -1.06 0.00
H -0.25244 0.75049 -3.25042 -0.86 0.94 0.55
H 1.03952 0.50568 -2.11377 -0.11 -0.59 -0.46
H -0.48994 -2.57858 -2.50710 0.47 0.39 1.30
H -0.92806 -2.65083 -0.71783 0.80 0.53 -0.98
H 1.83973 -1.63370 -1.72343 0.31 0.75 -0.27
H 1.49705 -3.18967 -1.10478 0.11 -0.07 -0.37
H 2.38736 -1.46595 0.60160 -1.31 -0.17 0.01
H 1.21424 -2.71380 1.02350 -0.42 0.34 -0.13
H 1.72957 -0.21613 2.34470 -0.62 -0.22 0.00
H 1.03056 3.33982 3.06007 0.44 -1.39 -0.71
H 2.17422 1.91232 3.21144 -0.35 0.17 0.11
H 1.86802 2.53601 1.64384 0.01 0.33 -0.82
H 0.21752 0.16548 4.10584 -1.28 1.89 -1.39
H -0.70687 3.02501 1.27553 -0.57 -1.78 0.72
H -1.82963 1.65228 1.74216 -1.17 -0.10 0.16
H -1.46625 1.74271 -0.64615 -0.90 1.02 -1.09
H 0.33631 1.71113 -0.44836 -0.85 0.08 0.11
H -1.68042 -0.48940 0.17250 -0.42 0.36 0.78



No. 5
37
Properties=species:S:1:pos:R:3:forces:R:3 method="wB97M-V/def2-TZVPD" charge=0 total_energy_ev=-17932.0787 fmax_ha_per_bohr=0.031 homo_energy_ev=-9.291 smiles="CCCCCCCC(=O)C1=CCC[C@H]1O" homo_lumo_gap_ev=10.1
C 4.20551 -3.62296 2.49291 0.05 -0.14 -0.03
C 3.13814 -3.71398 1.40713 -0.12 0.22 0.00
C 2.24382 -2.47491 1.34093 0.23 0.02 0.22
C 1.17692 -2.55393 0.26253 -0.14 0.22 -0.02
C 0.34337 -1.27507 0.17574 0.03 0.30 0.04
C -0.73211 -1.33905 -0.90316 -0.19 0.14 -0.39
C -1.57578 -0.06357 -1.12771 0.15 -0.42 0.24
C -0.79088 1.18010 -1.55585 0.72 0.08 -0.19
O 0.37095 1.17062 -1.92691 -0.92 -0.36 0.20
C -1.52642 2.46944 -1.38054 -0.67 1.37 -0.39
C -2.17853 3.19311 -2.32809 0.62 -0.93 0.85
C -2.95057 4.33094 -1.72640 -0.27 0.89 0.30
C -2.72208 4.21960 -0.20291 0.38 -0.13 -0.40
C -1.50918 3.28170 -0.04396 -0.94 0.28 -0.97
O -1.68266 2.63126 1.19117 0.51 -1.04 0.32
H 4.82100 -4.53009 2.49979 -0.06 0.18 0.06
H 4.86933 -2.76737 2.32391 -0.11 -0.10 0.05
H 3.75076 -3.51638 3.48461 0.08 0.02 -0.14
H 2.50778 -4.59130 1.58299 0.05 -0.03 -0.05
H 3.61538 -3.85084 0.43170 -0.01 -0.07 0.02
H 2.87294 -1.58772 1.16970 -0.12 -0.13 0.04
H 1.76147 -2.33249 2.31968 0.07 0.03 -0.13
H 0.52084 -3.40612 0.46523 -0.02 -0.05 -0.05
H 1.64889 -2.73352 -0.70815 0.00 -0.05 -0.02
H 1.01056 -0.43185 -0.04427 -0.07 -0.11 0.11
H -0.11143 -1.08200 1.16005 0.01 0.01 -0.14
H -1.41076 -2.17893 -0.68186 0.12 0.25 -0.15
H -0.25172 -1.55038 -1.86572 0.01 -0.16 0.13
H -2.10788 0.23194 -0.21282 -0.03 -0.09 -0.01
H -2.39340 -0.30352 -1.84339 0.52 0.47 0.20
H -2.14170 3.02504 -3.41415 -0.18 -0.24 0.62
H -2.63520 5.32411 -2.08471 0.03 -0.34 -0.13
H -4.02772 4.26315 -1.93686 0.29 -0.03 -0.23
H -2.47948 5.16882 0.28098 -0.34 -0.02 -0.12
H -3.58696 3.76800 0.29032 0.19 0.03 -0.01
H -0.62478 3.95645 -0.08287 0.06 -0.89 0.37
H -1.41842 1.69170 1.19097 0.09 0.81 -0.20



Taking the records one at a time from the top gives energy above the lowest of the compared OMol25 structures with the same formula, charge and spin values of 0.000 0.000 0.472 1.630 0.000 eV.